24
Properties=species:S:1:pos:R:3:forces:R:3:nbo_charge:R:1 method="wB97M-V/def2-TZVPD" e_lumo_ev=0.44 smiles=NCCCCN.O.O e_above_lowest_kcal_mol=29.1
C 0.876260 -0.795773 -1.422832 1.851 2.073 0.554 -0.19
N 2.302652 -1.142521 -1.657626 -1.159 -0.084 -0.660 -0.88
C 0.891091 0.522456 -0.499183 -0.900 -2.067 -2.267 -0.42
C 1.510713 0.182878 0.841861 -0.451 1.484 0.745 -0.43
C 0.630504 0.801909 1.957931 -1.892 -1.205 -1.664 -0.20
N 0.612755 2.254239 2.041969 0.011 0.983 -0.026 -0.84
H 0.287454 -1.547670 -0.915534 -0.156 -0.363 -0.027 0.17
H 0.494939 -0.549194 -2.416569 -0.536 -0.148 0.298 0.18
H 2.930137 -0.896052 -0.912592 0.033 -0.541 0.135 0.36
H 2.389437 -2.074152 -2.051042 0.470 0.259 0.499 0.36
H -0.170966 0.786474 -0.417183 0.179 0.073 0.374 0.20
H 1.315674 1.280190 -1.147064 0.607 0.359 0.384 0.21
H 2.553874 0.460320 0.958678 0.200 0.536 -0.118 0.21
H 1.549326 -0.882994 0.947612 -0.396 -0.733 0.258 0.21
H -0.424598 0.498327 1.651177 1.026 -0.144 0.407 0.15
H 0.768757 0.283036 2.897049 0.496 0.442 0.526 0.19
H -0.327757 2.546675 2.314971 0.463 -0.099 0.192 0.35
H 0.744232 2.749007 1.147558 0.212 -0.818 0.403 0.36
H -3.768513 0.221915 0.446736 -0.180 -0.673 0.886 0.47
H -4.081169 1.308919 1.347317 -0.209 -0.081 0.707 0.46
O -4.042285 0.341313 1.385610 0.427 0.729 -1.603 -0.92
H -2.197989 -2.843881 -1.955992 0.166 0.012 0.279 0.47
H -2.687078 -1.623258 -2.655287 0.159 0.225 0.202 0.47
O -2.157447 -1.882168 -1.887573 -0.419 -0.218 -0.482 -0.93

---

24
Properties=species:S:1:pos:R:3:forces:R:3:nbo_charge:R:1 method="wB97M-V/def2-TZVPD" e_lumo_ev=0.80 smiles=CNC[C@@H](C)N.O.O e_above_lowest_kcal_mol=15.0
N -0.764854 -2.183581 -0.681746 0.431 -0.145 -0.382 -0.85
C -0.272389 -1.270573 0.344841 -1.549 -0.475 1.264 -0.07
C -0.918001 -1.517969 1.753723 -0.865 -0.228 -0.711 -0.65
C -0.606412 0.125671 -0.135312 0.218 0.519 -0.620 -0.23
N 0.038486 1.146845 0.666345 0.106 0.105 0.233 -0.64
C -0.526734 2.492302 0.433395 0.248 -1.083 0.025 -0.42
H -1.677820 -1.880753 -1.002828 0.071 0.058 -0.030 0.36
H -0.885773 -3.134098 -0.357349 0.181 0.024 0.160 0.37
H 0.780219 -1.404445 0.589941 0.314 0.052 -0.934 0.19
H -1.513909 -2.438138 1.810691 0.502 -0.218 -0.325 0.22
H -1.709795 -0.788895 1.970544 0.589 0.350 0.321 0.21
H -0.127785 -1.605326 2.483751 -0.130 0.367 0.613 0.21
H -1.701601 0.266149 -0.183416 -0.129 -0.243 0.474 0.15
H -0.337451 0.256337 -1.189158 0.423 -0.090 0.092 0.21
H -0.084914 0.899982 1.640745 0.026 0.062 0.031 0.36
H -1.580192 2.361841 0.165193 -0.101 0.520 0.046 0.17
H -0.415708 3.088793 1.337210 -0.038 0.109 -0.153 0.20
H 0.025673 2.929391 -0.389374 -0.137 0.400 -0.156 0.21
H 1.246149 -1.522282 -1.693279 -0.250 -0.098 -0.093 0.49
H 2.061956 -0.369388 -1.115082 -0.015 -0.301 -0.229 0.46
O 1.920330 -0.873889 -1.930237 0.259 0.265 0.264 -0.95
H 2.577139 1.505928 -2.196478 -0.057 0.099 -0.008 0.48
H 2.014208 1.727593 -0.798593 -0.067 0.185 0.057 0.47
O 2.459181 2.188513 -1.523524 -0.031 -0.235 0.058 -0.95

---

24
Properties=species:S:1:pos:R:3:forces:R:3:nbo_charge:R:1 method="wB97M-V/def2-TZVPD" e_lumo_ev=0.50 smiles=CC[C@H](N)CN.O.O e_above_lowest_kcal_mol=35.0
N -1.864231 0.535337 0.427419 -1.064 3.141 -0.369 -0.83
C 0.451729 2.543283 1.654348 2.067 0.079 0.131 -0.64
C 0.613399 1.611757 0.393111 -2.117 0.640 0.791 -0.42
C -0.437482 0.421484 0.126185 1.056 -0.470 -1.437 -0.06
C -0.022253 -0.871276 0.878723 -1.474 0.541 -0.612 -0.23
N -0.576119 -2.055387 0.238240 -0.245 -1.013 2.555 -0.86
H -2.364963 1.191661 -0.266274 1.159 -1.443 1.068 0.36
H -1.921716 1.120365 1.285126 -0.120 -0.723 -0.354 0.35
H 0.423262 2.170298 2.693271 -0.458 -0.530 -0.685 0.21
H 1.346647 3.214553 1.723409 0.004 -0.877 -0.341 0.22
H -0.220359 3.337986 1.530371 -1.936 0.590 -0.187 0.21
H 1.533078 1.102794 0.567936 0.976 -0.210 -0.554 0.20
H 0.631580 2.343297 -0.455517 0.235 -1.032 0.444 0.22
H -0.405372 0.168059 -1.007641 0.276 0.564 1.729 0.19
H 0.998466 -1.050597 0.980440 2.168 0.150 -0.494 0.18
H -0.280687 -0.730605 1.905697 -0.925 -0.269 0.805 0.19
H -1.513021 -2.396736 0.468297 0.489 0.895 -0.097 0.38
H -0.463817 -1.914477 -0.710102 -0.184 -0.048 -2.344 0.35
H 1.005081 0.275471 -3.241825 0.562 -0.378 -0.101 0.47
H 0.102676 0.795876 -4.347385 -0.243 -0.169 -2.679 0.47
O 0.247196 0.808165 -3.442806 -0.304 0.549 2.785 -0.94
H 1.112842 -4.191792 -1.226385 -0.187 0.704 -1.153 0.46
H 0.530372 -3.940900 0.167065 -1.476 1.894 0.882 0.49
O 1.073691 -4.488616 -0.341703 1.741 -2.584 0.218 -0.96

---

26
Properties=species:S:1:pos:R:3:forces:R:3:nbo_charge:R:1 method="wB97M-V/def2-TZVPD" s_squared=0.761 total_charge=+1 e_lumo_ev="-3.51 / -8.73" multiplicity=2 e_above_lowest_kcal_mol=65.1
N -0.168043 0.163851 2.907759 -1.197 -0.237 -2.632 -0.42
C -0.825539 1.190015 2.093310 -0.495 -2.473 0.701 -0.31
C -0.635158 0.689370 0.603202 -1.898 -4.540 -2.228 0.67
N -0.226749 1.343345 -0.461551 0.630 2.213 0.944 -0.37
C 0.078297 0.734281 -1.772914 -3.321 -1.898 -0.265 -0.46
C 0.414296 2.634471 -0.184277 -0.123 2.709 -0.799 -0.48
O -1.122441 -0.472432 0.484980 1.194 2.082 0.579 -0.49
H 0.821109 0.307195 2.969144 0.796 0.289 0.706 0.41
H -0.351279 -0.833367 2.615642 -0.250 1.348 0.620 0.43
H -1.923361 1.110506 2.020310 0.386 0.126 1.076 0.28
H -0.506805 2.130737 2.422445 0.616 1.481 -0.079 0.25
H 1.042538 0.236603 -1.646772 0.219 0.780 -1.278 0.23
H -0.396985 1.349044 -2.598497 2.165 0.186 0.808 0.28
H -0.645293 -0.126461 -2.016286 0.952 0.740 1.342 0.25
H -0.184613 3.400462 0.348522 -0.731 -0.949 -0.063 0.23
H 1.228574 2.518822 0.551742 0.507 0.041 -1.181 0.22
H 0.555125 3.283927 -1.149126 0.645 -1.888 1.643 0.27
H 0.729057 -3.052757 0.038570 -0.147 -0.032 -0.955 0.44
H 0.466952 -4.327348 0.636797 -0.208 -0.302 -1.780 0.47
O 0.480402 -3.938088 -0.288669 0.313 0.348 2.751 -0.91
H -2.755889 -2.945568 -2.368982 0.373 0.044 -0.860 0.47
H -1.692409 -2.049122 -2.919962 1.362 1.348 0.462 0.45
O -2.281544 -2.709991 -3.195701 -1.744 -1.449 0.399 -0.92
H 2.738900 -1.009784 0.339655 0.045 1.704 0.632 0.49
H 2.503618 0.437506 -0.100627 0.019 0.942 -1.392 0.46
O 2.657237 -0.065213 0.671289 -0.107 -2.612 0.848 -0.95

---

27
Properties=species:S:1:pos:R:3:forces:R:3:nbo_charge:R:1 method="wB97M-V/def2-TZVPD" e_lumo_ev=0.34 smiles="O=CNCCNCO.O.O.O" e_above_lowest_kcal_mol=89.1
C 1.748362 0.489503 0.629406 1.297 -0.217 4.262 -0.23
N 1.177573 0.033198 -0.589656 -2.712 0.023 -2.331 -0.69
C 1.537374 0.612604 -1.932692 0.684 -0.133 1.156 0.11
O 1.057965 -0.305213 -2.869398 -0.577 -1.103 -1.493 -0.75
C 0.929523 -0.174439 1.890163 -1.505 4.280 -1.761 -0.20
N -0.236034 0.805641 2.287185 1.169 -0.454 -0.042 -0.65
C -0.242233 1.787339 3.299845 -0.778 -3.008 -1.705 0.52
O 0.691489 1.783584 4.041415 0.784 1.382 1.408 -0.60
H 2.900152 0.249303 0.842272 -2.351 0.070 -1.181 0.20
H 1.663041 1.539910 1.000066 0.041 -0.117 -1.304 0.18
H 0.078917 -0.010179 -0.606291 2.711 0.415 0.435 0.39
H 1.040027 1.587420 -2.170172 0.752 -0.347 0.652 0.16
H 2.649089 0.592629 -2.000338 -0.621 0.728 0.281 0.16
H 1.389774 -0.178593 -3.789129 -0.124 0.232 1.342 0.48
H 1.432601 -0.184005 2.794776 1.631 -0.660 1.364 0.23
H 0.469036 -1.063181 1.567180 -0.463 -1.318 0.007 0.20
H -0.934464 0.780241 1.607193 -1.507 0.435 -0.882 0.36
H -1.249100 2.323254 3.426870 1.342 -0.291 -0.340 0.13
H 0.185921 -2.272245 -0.754308 -1.818 -2.252 -0.032 0.50
H -0.445160 -3.699876 -1.120811 1.087 -3.532 -2.815 0.47
O -0.562166 -2.974963 -0.617281 0.806 6.005 2.799 -0.97
H -2.503705 0.605553 -2.367174 -3.216 -0.592 0.197 0.47
H -1.252252 0.503665 -2.969494 1.755 -0.769 -1.564 0.47
O -1.643915 0.877439 -2.216329 1.532 1.282 1.559 -0.93
H -3.110005 -0.731826 0.820303 -0.429 -1.012 -1.119 0.47
H -3.128582 -1.715994 -0.383550 3.343 -2.394 -2.755 0.47
O -3.643230 -1.260769 0.179951 -2.832 3.350 3.862 -0.94

---

27
Properties=species:S:1:pos:R:3:forces:R:3:nbo_charge:R:1 method="wB97M-V/def2-TZVPD" e_lumo_ev=0.42 smiles="NCN[C@H](C=O)CO.O.O.O" e_above_lowest_kcal_mol=64.1
O -0.197560 1.098239 1.333531 0.508 -0.001 0.483 -0.54
C -0.131327 -0.099066 1.203099 -1.238 0.337 -0.641 0.43
C -0.746471 -0.719736 -0.047281 0.417 -0.365 -0.725 -0.19
C -0.478244 -2.227707 -0.167482 0.408 -0.345 -0.519 -0.07
O -0.399970 -2.941577 1.057987 -0.261 0.198 0.012 -0.71
N -0.321517 -0.031161 -1.252255 0.610 -0.783 0.053 -0.66
C -1.275265 0.222477 -2.317921 0.082 0.562 0.160 -0.05
N -0.740941 0.096055 -3.650715 -0.745 0.085 0.135 -0.84
H 0.193703 -0.783982 1.986672 0.418 0.076 0.087 0.16
H -1.824885 -0.579531 -0.003847 -0.371 0.045 0.673 0.20
H -1.201433 -2.680872 -0.858877 -0.229 0.056 0.209 0.16
H 0.473239 -2.395093 -0.674936 0.174 0.240 0.243 0.18
H -1.180160 -2.740141 1.585173 -0.044 -0.124 0.020 0.46
H 0.351706 0.694023 -1.064296 -0.378 0.337 0.020 0.38
H -2.112051 -0.462180 -2.200908 0.016 -0.234 0.038 0.17
H -1.700629 1.226129 -2.223022 0.010 0.109 -0.090 0.17
H -0.071175 0.821371 -3.852509 0.236 -0.246 -0.121 0.36
H -0.409714 -0.840582 -3.823559 0.410 0.148 -0.079 0.36
H 3.365244 0.318904 0.382480 0.031 0.085 0.181 0.48
H 2.684517 0.495355 -0.955293 0.023 0.106 0.341 0.47
O 2.742144 0.895735 -0.070619 0.017 -0.440 -0.642 -0.95
H 1.678301 2.585031 -0.928580 0.176 0.080 0.379 0.47
H 1.399338 3.416132 0.327705 0.016 -0.267 0.034 0.48
O 1.270419 3.398831 -0.623623 -0.219 0.344 -0.407 -0.94
H -0.767031 0.581202 3.892527 0.032 0.010 -0.067 0.48
H -1.297911 -0.668096 4.608323 0.043 0.072 0.049 0.47
O -0.578750 -0.349928 4.053947 -0.142 -0.085 0.173 -0.95